Below is C27H29AsMnN4OS3Te4 as an isolated structure, with properties calculated with wB97M-V/def2-TZVPD.

Multiplicity: 4
Net charge: +2
Calculated total energy (Ha): -6993.6164
Frontier orbital gap (alpha / beta) (eV): 6.229 / 6.138
Lowest unoccupied orbital energy (alpha / beta) (eV): -5.63 / -5.74
ΔE to the lowest compared entry with this formula, charge and spin (kcal per mole): 0.0
⟨S²⟩: 3.770

Geometry (Å):
Mn  0.079  -0.056  -0.911
S  -2.359  5.016  -2.174
C  -2.764  6.670  -2.290
C  -2.156  7.407  -1.322
C  -1.344  6.617  -0.470
C  -1.347  5.290  -0.802
C  -0.625  4.196  -0.154
C  -0.665  2.900  -0.708
N  -0.025  1.871  -0.192
C  0.710  2.056  0.930
C  0.814  3.291  1.566
C  1.627  3.389  2.749
C  2.300  2.318  3.224
C  2.228  1.043  2.561
C  2.942  -0.092  2.967
C  2.864  -1.270  2.243
C  2.000  -1.285  1.133
N  1.282  -0.243  0.751
C  1.415  0.922  1.433
C  3.639  -2.460  2.597
C  4.673  -2.553  3.488
C  5.213  -3.860  3.578
C  4.585  -4.740  2.753
S  3.335  -3.991  1.862
C  0.120  4.370  0.997
H  -3.429  7.011  -3.067
H  -2.279  8.474  -1.221
H  -0.776  7.032  0.350
H  -1.231  2.689  -1.604
H  1.696  4.345  3.251
H  2.916  2.405  4.109
H  3.566  -0.034  3.850
H  1.894  -2.177  0.526
H  5.057  -1.716  4.053
H  6.036  -4.131  4.222
H  4.792  -5.789  2.616
H  0.179  5.341  1.473
Te  2.044  0.195  -3.040
Te  3.781  2.218  -2.364
Te  3.055  3.221  -4.805
Te  0.584  2.218  -4.164
S  -0.348  -2.360  -1.427
C  -0.677  -3.386  -0.079
N  -0.868  -2.911  1.149
C  -1.188  -3.739  2.316
C  -0.660  -5.146  2.100
C  -1.115  -5.667  0.749
N  -0.762  -4.693  -0.287
H  -0.813  -1.911  1.254
H  -2.269  -3.747  2.470
H  -0.725  -3.280  3.189
H  -1.026  -5.799  2.891
H  0.430  -5.143  2.146
H  -2.194  -5.839  0.736
H  -0.623  -6.606  0.505
H  -0.594  -5.008  -1.229
C  -2.223  -1.256  -4.530
As  -2.636  -0.085  -3.078
C  -3.520  1.466  -3.757
C  -3.818  -0.959  -1.851
O  -1.220  0.449  -2.343
H  -3.141  -1.661  -4.954
H  -1.601  -2.063  -4.149
H  -1.681  -0.695  -5.290
H  -4.400  1.172  -4.327
H  -2.827  2.003  -4.405
H  -3.814  2.106  -2.927
H  -4.828  -0.954  -2.260
H  -3.805  -0.414  -0.908
H  -3.480  -1.980  -1.695